# 1
ORCA calculation (the ωB97M-V functional and the def2-TZVPD basis) on 2 unconnected molecules or ions with the total composition C4H2Cl2FNO at a distorted geometry.

Output
energy relative to the best compared isomer or geometry (same formula, charge and spin): 71.0 kJ/mol
orbital gap (alpha / beta): 8.86 / 8.86 eV
HOMO level (alpha / beta): -0.3557 / -0.3557 hartree
total charge: 0

Last column: Löwdin charge in e.
Positions of all 11 atoms, in Å:
C  -1.36  0.33  -0.55  -0.062
H  -1.99  1.29  -0.56  0.118
C  -0.12  0.12  0.00  -0.104
C  1.61  0.71  1.45  -1.197
Cl  2.70  -0.57  1.04  0.741
Cl  1.00  0.77  3.04  0.716
H  -2.23  -1.14  -2.07  0.074
C  -1.46  -0.76  -1.53  -0.132
N  -0.44  -1.56  -1.36  0.023
O  0.41  -1.07  -0.42  -0.169
F  1.88  1.88  0.95  -0.008


# 2
ORCA calculation (the ωB97M-V functional and the def2-TZVPD basis) on a single C4H2Cl2N2O6S molecule at a distorted geometry.

Output
energy relative to the best compared isomer or geometry (same formula, charge and spin): 316.7 kJ/mol
orbital gap (alpha / beta): 8.31 / 8.31 eV
HOMO level (alpha / beta): -0.3677 / -0.3677 hartree
total charge: 0

Last column: Löwdin charge in e.
Positions of all 17 atoms, in Å:
O  0.17  2.27  -0.67  -0.257
C  0.48  -1.69  0.44  -0.658
N  1.87  -0.09  -1.50  -0.412
Cl  2.82  0.37  0.97  0.842
C  -0.74  -1.26  0.30  -0.138
O  0.35  1.44  1.71  -0.292
N  -2.38  0.74  0.72  -0.350
H  -1.41  -2.12  0.58  0.155
C  -1.22  0.09  -0.05  -0.181
O  -2.37  1.97  0.69  0.087
O  2.95  -0.21  -1.98  0.128
O  -3.22  0.01  1.22  0.109
C  1.62  0.14  -0.11  -0.814
S  0.24  1.25  0.30  0.677
Cl  1.45  -2.90  0.59  0.915
O  0.76  -0.03  -2.07  0.025
H  -1.35  0.02  -1.16  0.163


# 3
ORCA calculation (the ωB97M-V functional and the def2-TZVPD basis) on a single C4H2ClF3O molecule at a distorted geometry.

Output
energy relative to the best compared isomer or geometry (same formula, charge and spin): 58.1 kJ/mol
orbital gap: 10.05 eV
HOMO level: -0.3855 hartree
total charge: 0

Last column: Löwdin charge in e.
Positions of all 11 atoms, in Å:
H  1.00  -1.84  0.55  0.171
C  0.96  0.40  -0.05  -0.463
Cl  -1.28  1.39  -1.40  0.787
H  0.30  -1.51  -1.16  0.164
C  -0.73  0.84  0.18  -0.681
F  1.42  1.07  -1.14  0.044
C  -0.96  -0.63  0.39  -0.387
F  1.77  0.72  0.95  0.138
F  -0.90  1.78  1.11  0.066
O  -1.99  -1.17  0.67  0.149
C  0.42  -1.05  -0.11  0.011


Question: energy relative to the best compared isomer or geometry (same formula, charge and spin) of number 1 (C4H2Cl2FNO)?
Answer: 71.0 kJ/mol